# 1
{"formula": "C8H14BrF3O8PS2", "method": "ωB97M-V/def2-TZVPD", "symbols": ["O", "F", "H", "C", "S", "H", "O", "H", "F", "C", "F", "H", "H", "C", "H", "P", "O", "C", "O", "O", "H", "C", "H", "O", "C", "S", "H", "H", "O", "C", "C", "H", "O", "H", "Br", "H", "H"], "xyz": [[-2.062, -3.130, 2.981], [0.012, -3.825, 4.998], [0.305, 2.827, 0.015], [2.692, 0.784, 0.632], [-1.033, -4.060, 2.572], [-0.383, -1.798, 0.439], [-0.508, 1.922, -2.524], [-2.990, 0.846, -0.961], [0.739, -2.365, 3.576], [-0.336, 1.950, -0.091], [1.438, -4.409, 3.482], [2.348, 1.804, 0.806], [-3.654, 2.491, -1.137], [2.470, 0.366, -0.822], [2.167, -0.667, -0.879], [-0.653, -0.571, -1.365], [-2.254, 3.457, -3.126], [-1.805, 2.419, -0.002], [-0.119, -0.899, 0.143], [-1.287, -5.452, 2.844], [1.869, 2.316, -1.372], [0.049, 1.208, -1.370], [1.724, 1.181, -2.697], [-0.447, -3.760, 1.267], [-2.741, 1.897, -1.093], [-2.072, 2.093, -2.728], [-1.865, 3.507, 0.003], [0.828, -2.096, -1.894], [0.435, -1.336, -2.338], [1.564, 1.295, -1.627], [0.356, -3.648, 3.714], [-2.213, 2.085, 0.953], [-2.565, 1.062, -3.585], [-0.105, 1.300, 0.751], [4.217, 0.371, -1.763], [2.137, 0.114, 1.291], [3.742, 0.722, 0.905]], "forces_ev_per_angstrom": [[0.022, -0.007, 0.009], [-0.022, -0.002, 0.021], [0.038, -0.007, -0.155], [-0.123, -0.195, 0.010], [-0.132, 0.373, -0.107], [-0.040, 0.039, 0.343], [0.046, 0.044, 0.091], [0.020, -0.010, -0.084], [-0.006, 0.024, -0.017], [-0.205, 0.122, 0.090], [0.013, -0.018, -0.015], [0.084, 0.034, -0.008], [-0.066, -0.099, 0.044], [0.271, 0.253, 0.024], [0.026, 0.015, -0.042], [-0.319, -0.013, 0.070], [0.084, 0.062, 0.026], [-0.124, -0.080, 0.120], [0.136, -0.534, -0.161], [0.118, -0.025, -0.121], [-0.003, 0.049, -0.192], [0.252, -0.325, 0.208], [-0.025, -0.273, 0.032], [0.019, 0.148, -0.064], [0.191, -0.077, 0.039], [-0.237, 0.296, -0.137], [0.154, 0.008, -0.065], [0.009, -0.097, -0.050], [0.059, 0.193, 0.004], [-0.127, 0.126, 0.078], [0.043, -0.031, -0.018], [-0.094, 0.061, -0.021], [0.046, -0.101, 0.032], [-0.010, -0.009, -0.019], [-0.018, -0.005, -0.006], [-0.071, 0.071, 0.003], [-0.009, -0.012, 0.037]], "lumo_energy_ev": 2.465, "charge": -1, "homo_lumo_gap_ev": 9.1}

---

# 2
{"formula": "C7H15AlFINO3S", "method": "ωB97M-V/def2-TZVPD", "symbols": ["O", "F", "H", "H", "H", "C", "H", "C", "C", "H", "N", "H", "H", "H", "C", "C", "Al", "H", "C", "H", "H", "O", "I", "C", "H", "H", "O", "S", "H", "H"], "xyz": [[2.786, -0.981, -0.653], [-3.233, -1.980, -0.199], [2.810, -0.475, 1.362], [3.033, 1.583, -0.877], [-3.319, 0.401, -0.160], [-2.396, 0.881, -0.474], [-2.065, -0.460, -2.110], [1.502, -0.818, -1.113], [-1.481, -0.049, -1.288], [1.329, -1.626, -1.821], [-0.878, -1.217, -0.572], [0.477, -0.160, 0.743], [3.792, 1.909, 0.701], [-1.680, 1.003, 1.617], [-1.750, 1.659, 0.656], [3.028, 1.339, 0.185], [-1.978, 0.092, 3.127], [-0.724, 1.911, 0.394], [0.422, -0.987, 0.030], [2.054, 1.652, 0.564], [0.716, -1.895, 0.560], [-2.005, -1.496, 1.833], [-3.023, 2.460, -1.803], [3.249, -0.175, 0.381], [-0.712, 0.566, -1.746], [1.360, 0.113, -1.681], [-1.456, -3.386, 0.479], [-1.889, -2.059, 0.462], [4.315, -0.371, 0.466], [-2.282, 2.568, 0.937]], "forces_ev_per_angstrom": [[-0.475, -0.018, 0.629], [-0.599, 0.939, -0.318], [-0.204, -0.160, -0.047], [0.318, -0.066, -0.129], [-0.109, -0.022, -0.068], [-0.066, -0.266, 0.145], [-0.045, -0.052, -0.072], [-0.338, -0.729, -0.796], [-0.776, -0.240, -0.315], [0.091, -0.081, -0.071], [-1.159, 1.997, 0.856], [-0.141, 0.300, -0.222], [0.179, -0.100, 0.140], [0.001, 0.745, -0.897], [0.317, 0.372, -0.941], [-1.027, -0.114, -0.074], [-0.350, -1.644, 0.642], [0.114, 0.208, 0.168], [0.625, -0.594, 0.213], [0.000, 0.153, 0.124], [-0.005, -0.110, 0.032], [-0.296, 2.164, -0.195], [0.178, -0.019, 0.208], [1.182, 0.959, -0.347], [0.431, -0.240, 0.121], [0.127, 0.344, 0.378], [0.092, -0.087, 0.013], [2.013, -3.149, 0.387], [0.045, -0.419, 0.006], [-0.122, -0.071, 0.429]], "lumo_energy_ev": -17.333, "charge": 3, "homo_lumo_gap_ev": 2.5}

---

# 3
{"formula": "C30H28FN6O2S2ScSe3Te", "method": "ωB97M-V/def2-TZVPD", "symbols": ["H", "H", "H", "H", "C", "C", "C", "N", "O", "O", "H", "H", "C", "C", "Se", "N", "C", "C", "C", "H", "S", "H", "S", "N", "H", "C", "C", "Se", "C", "H", "C", "H", "C", "H", "C", "C", "C", "F", "C", "H", "H", "C", "H", "N", "N", "C", "C", "N", "H", "H", "H", "H", "C", "Se", "C", "H", "H", "H", "H", "C", "H", "C", "C", "Te", "H", "H", "C", "C", "H", "C", "C", "Sc", "H", "C"], "xyz": [[-3.944, -2.964, -1.476], [-1.902, 1.563, -3.598], [2.615, -1.740, -0.839], [-5.097, -0.930, -4.220], [1.895, -1.845, 0.832], [2.958, -2.710, 0.988], [3.147, 0.327, -1.165], [2.645, -4.015, 0.948], [-3.386, -2.577, -2.200], [-4.481, -0.186, -4.448], [5.410, -0.410, 1.333], [-4.249, 0.738, 4.112], [-1.951, -3.295, 2.288], [-3.177, -0.709, -4.426], [-0.031, -0.706, -1.489], [2.153, 1.030, -0.529], [-3.988, 1.737, 4.434], [-2.491, -0.480, -3.051], [5.190, 0.745, -2.461], [-4.623, 4.446, 6.326], [-2.826, 3.936, 4.701], [6.208, -1.035, -3.118], [0.470, 5.481, 0.566], [3.604, 2.440, -1.443], [-5.622, 2.080, 5.849], [1.592, 3.336, -0.159], [-3.304, -1.202, -1.938], [0.880, -4.244, 0.695], [-0.563, -1.368, 2.669], [-2.830, -1.053, -0.944], [-1.048, -1.043, -3.128], [4.030, 3.314, -1.708], [3.309, 0.031, 1.029], [5.900, 1.432, -2.907], [-4.208, 3.724, 5.636], [-4.729, 2.463, 5.373], [-2.064, -2.969, 0.941], [-2.569, -4.388, 2.756], [5.353, -0.641, -2.572], [-1.059, -2.137, -3.325], [3.433, 1.104, 1.043], [3.328, -1.058, -1.288], [-1.132, -2.779, 4.204], [0.493, 2.899, 0.536], [2.063, -0.486, 0.852], [-1.206, -2.505, 3.157], [-0.178, 3.942, 0.969], [0.707, -2.450, 0.664], [-1.498, -1.561, -0.595], [2.536, 5.266, -0.747], [4.591, -2.602, -2.100], [-4.331, -0.773, -1.892], [1.760, 4.698, -0.258], [-1.449, 1.454, -1.122], [-2.429, 1.044, -2.768], [-3.188, -1.793, -4.690], [-0.494, -0.556, -3.960], [-2.596, -0.210, -5.231], [-1.088, 3.842, 1.546], [-2.884, 2.429, 3.960], [-2.651, -3.600, 0.281], [-1.420, -1.831, 0.455], [-0.671, -1.033, 1.319], [-1.491, 1.721, 2.537], [5.097, -2.875, 1.297], [0.023, -0.739, 3.333], [4.074, 1.187, -1.749], [4.440, -1.530, -1.998], [0.897, 1.109, 2.356], [2.458, 2.290, -0.716], [4.247, -2.212, 1.172], [0.368, 0.778, 0.603], [-3.451, 1.473, -2.690], [4.421, -0.822, 1.192]], "forces_ev_per_angstrom": [[0.999, 0.465, -0.973], [-0.340, -0.408, 0.372], [0.576, 0.296, -1.262], [0.919, 1.202, -0.208], [-2.207, 0.672, 1.165], [1.010, -3.363, 0.765], [0.627, -1.368, -1.976], [1.543, -0.743, 0.145], [-0.974, -1.459, 0.511], [-1.737, -0.993, -0.015], [0.061, 0.165, -0.012], [0.132, 0.045, -0.090], [1.242, 1.542, 0.002], [1.091, -0.531, -0.039], [2.825, -0.709, -4.100], [0.042, 4.701, -4.418], [0.285, -0.002, -0.144], [0.058, -0.306, -0.155], [-0.090, -0.467, 0.103], [0.232, 0.053, -0.091], [1.025, 1.256, -0.111], [-0.104, 0.112, 0.070], [0.252, -0.457, -0.163], [0.209, 1.443, 0.197], [-0.072, 0.027, 0.079], [0.944, 0.877, -0.652], [-0.155, 1.581, 0.241], [0.991, 1.341, 0.184], [-0.868, -0.340, -0.224], [-0.812, 0.404, -0.890], [-0.352, 0.368, -0.574], [-0.106, -0.136, 0.151], [1.354, -2.842, 2.771], [-0.054, -0.004, 0.037], [-1.273, -1.078, 0.367], [-0.124, 0.831, 0.553], [-0.298, 0.369, -0.322], [-0.715, -1.171, 0.470], [0.124, 0.561, -0.002], [0.012, 0.609, 0.342], [0.114, -0.330, 0.700], [0.481, -0.281, -2.234], [-0.043, -0.118, 0.010], [0.441, 3.250, 0.149], [0.083, -2.844, 3.043], [-0.208, -0.511, -0.047], [0.022, 0.258, -0.304], [3.106, -0.296, -1.377], [-0.249, -1.144, 1.557], [0.076, -0.175, 0.012], [-0.049, 0.168, 0.107], [0.470, 0.054, -0.100], [-0.097, -0.629, 0.052], [-1.941, 2.091, -0.858], [-0.037, -0.518, -0.513], [0.072, 0.573, 0.332], [-0.452, -0.278, 0.348], [-0.247, -0.069, 0.494], [-0.019, -0.017, -0.086], [-0.634, -1.094, -0.926], [-0.055, -0.169, 0.013], [-3.555, -1.027, 2.527], [-1.216, 0.996, 0.609], [-1.874, 0.388, 2.865], [-0.164, -0.031, -0.063], [-0.127, -0.108, -0.002], [0.071, -0.510, -0.352], [-0.916, 0.496, 0.240], [0.598, 0.354, -0.295], [-0.579, -0.052, -0.328], [0.889, 0.875, 0.307], [0.011, -1.701, 1.245], [0.694, -0.287, 0.111], [-0.942, 0.141, 0.659]], "lumo_energy_ev": [3.591, 3.591], "charge": -2, "homo_lumo_gap_ev": [3.6, 3.5], "de_lowest_kj_mol": 0.0}

---

# 4
{"formula": "C4H5N3", "method": "ωB97M-V/def2-TZVPD", "symbols": ["C", "H", "H", "C", "C", "N", "C", "H", "H", "H", "N", "N"], "xyz": [[1.216, 0.957, 0.515], [-3.004, -2.155, -0.699], [2.241, -1.133, -0.280], [-1.402, -0.645, -0.184], [-2.034, -1.832, -0.386], [-0.078, -0.934, -0.373], [1.138, -0.251, -0.020], [-1.916, 0.350, 0.169], [2.091, 1.605, 0.604], [0.179, 1.300, 0.919], [-1.148, -2.742, -0.634], [0.022, -2.263, -0.617]], "forces_ev_per_angstrom": [[-2.522, 0.183, 0.626], [-0.936, 0.685, 0.841], [-3.867, 3.239, 0.566], [-1.295, 2.918, 0.979], [-1.860, 1.236, -0.570], [0.202, 0.148, 1.574], [3.415, -2.969, -1.304], [1.704, -2.042, -1.074], [-0.279, -0.676, 0.232], [2.049, 0.083, -0.922], [1.903, -3.018, -0.927], [1.486, 0.214, -0.021]], "lumo_energy_ev": 0.626, "homo_lumo_gap_ev": 10.3, "de_lowest_kj_mol": 425.4}

---

# 5
{"formula": "C5H10BrN4O5", "method": "ωB97M-V/def2-TZVPD", "symbols": ["H", "O", "H", "C", "N", "H", "C", "C", "N", "C", "O", "H", "O", "O", "Br", "H", "C", "H", "N", "O", "H", "H", "N", "H", "H"], "xyz": [[-0.166, 4.986, 0.586], [-1.674, 2.204, -1.004], [-2.288, -2.608, -1.466], [-0.723, -1.762, -0.589], [-0.829, 1.982, -0.251], [2.187, -2.900, -1.247], [-1.357, -0.588, -0.005], [1.309, -1.027, 0.389], [0.145, 1.960, 0.433], [0.644, 4.199, 0.130], [-2.041, 0.629, 1.785], [2.193, -0.593, -0.116], [0.826, 2.984, 0.879], [-1.347, -2.574, -1.464], [-2.962, -0.094, -0.964], [0.900, -0.158, 0.908], [1.275, -3.166, -0.740], [1.498, 4.820, 0.142], [0.544, -1.963, -0.344], [-0.732, -1.027, 2.167], [0.396, 4.097, -0.848], [0.533, -3.801, -1.210], [-1.381, -0.307, 1.427], [1.524, -1.637, 1.213], [1.526, -3.656, 0.188]], "forces_ev_per_angstrom": [[1.446, -2.413, -0.669], [-2.943, 2.795, -3.069], [-1.458, 0.486, 0.381], [0.169, -0.523, -0.622], [2.960, -1.071, 2.204], [-0.007, -0.067, -0.578], [-3.077, -0.701, -1.485], [1.558, 1.634, 1.269], [-0.681, -3.037, 0.164], [-2.033, 3.069, 3.633], [-0.452, 0.304, -0.152], [-0.322, -0.972, -0.189], [1.374, 3.611, 0.056], [2.872, 0.405, 0.945], [1.043, -1.116, 1.127], [-0.824, -0.284, -1.005], [-1.223, -0.216, 0.651], [1.460, -0.029, 0.387], [-1.668, 0.481, -1.648], [-0.181, -0.363, -0.506], [-0.827, -1.086, -2.927], [0.614, -0.173, -0.716], [0.218, -0.025, 0.853], [1.633, -0.515, 1.506], [0.349, -0.196, 0.388]], "lumo_energy_ev": [-4.434, -7.302], "charge": 1, "s_squared": 2.0171, "spin_multiplicity": 3, "homo_lumo_gap_ev": [7.4, 5.9]}

---

# 6
{"formula": "C5H12FNO2", "method": "ωB97M-V/def2-TZVPD", "symbols": ["C", "H", "O", "H", "O", "H", "C", "H", "H", "H", "C", "H", "N", "H", "F", "C", "H", "C", "H", "H", "H"], "xyz": [[1.718, -0.221, -0.337], [0.066, -0.032, -1.627], [-0.819, -1.176, 0.617], [-1.519, -1.194, 1.318], [-1.142, 0.962, 1.071], [-4.071, -0.898, -0.313], [0.404, 0.436, -0.677], [2.405, 1.322, 0.843], [1.587, 0.284, 1.818], [0.692, 2.152, -1.738], [2.238, 0.368, 1.026], [-0.270, 2.259, -0.380], [0.556, 1.867, -0.823], [2.653, -2.177, -0.524], [-3.343, -0.299, -0.494], [-0.646, 0.130, 0.359], [1.061, -2.266, 0.101], [1.678, -1.746, -0.603], [1.315, -1.944, -1.585], [3.160, -0.132, 1.280], [2.452, 0.154, -1.097]], "forces_ev_per_angstrom": [[1.327, -0.165, -0.025], [-0.079, 0.122, 0.336], [-1.077, -0.138, 0.348], [0.759, -0.028, -0.675], [-0.498, 0.418, -0.221], [1.404, 1.195, -0.408], [-0.466, -0.444, -1.681], [0.887, 4.515, -0.631], [-1.725, -0.421, 1.783], [0.022, 0.592, -1.929], [0.522, -4.868, -2.071], [0.254, 0.621, -0.356], [-0.776, -0.613, 2.676], [0.823, -0.166, 0.012], [-1.544, -1.212, 0.333], [0.853, 0.150, 1.118], [-0.385, -0.298, 0.328], [0.300, 0.939, 1.219], [-0.359, -0.071, -0.826], [0.384, -0.096, 0.196], [-0.624, -0.031, 0.476]], "lumo_energy_ev": 0.407, "smiles": "CC(C)[C@H](N)C(=O)O.F", "homo_lumo_gap_ev": 9.6, "de_lowest_kj_mol": 0.0}